(1)
Formula: C2H2FOS
Source: OMol25
Level of theory: the ωB97M-V functional and the def2-TZVPD basis

Structure (XYZ):
```
7
Properties=species:S:1:pos:R:3:forces:R:3
C 0.215 1.862 -0.080 2.76 -0.08 0.84
C -0.119 -1.222 -0.158 2.97 1.14 -2.56
O 1.370 2.003 0.091 -0.82 -0.88 -0.60
F 0.204 -1.437 1.151 1.10 -0.20 2.97
S -1.247 2.388 -0.031 -2.13 0.30 -0.28
H 0.602 -1.907 -0.761 -0.72 0.88 0.49
H -1.025 -1.687 -0.212 -3.17 -1.15 -0.85
```
Positions in Å, forces in eV/Å.

Values from the calculation:
* ΔE to the lowest compared entry with this formula, charge and spin: 289.6 kJ/mol
* multiplicity: 1
* total charge: -1

Charges in e, computed with Löwdin, in the same order as the atoms: atom 1 (C): -0.9534, atom 2 (C): -0.2764, atom 3 (O): 0.0003, atom 4 (F): -0.2561, atom 5 (S): 0.6058, atom 6 (H): -0.0280, atom 7 (H): -0.0922



(2)
Formula: C20H31N2O6S2
Source: OMol25
Level of theory: the ωB97M-V functional and the def2-TZVPD basis

Structure (XYZ):
```
61
Properties=species:S:1:pos:R:3:forces:R:3
C -0.401 4.111 0.342 0.19 0.32 -0.17
C -0.515 4.778 -1.023 0.24 0.11 0.09
C 0.601 4.304 -1.961 -0.51 -0.43 0.08
C -1.911 4.678 -1.652 0.15 -0.11 0.43
C -2.193 3.385 -2.432 -0.31 0.01 0.08
S -3.482 2.401 -1.634 -0.07 0.17 0.13
O -3.941 1.371 -2.784 0.15 -0.03 -0.10
C -2.533 1.335 -0.535 0.08 -0.02 -0.43
C -3.149 -0.043 -0.353 0.03 0.04 0.73
C -2.276 -0.834 0.653 0.02 0.19 -0.33
C -1.375 -1.884 0.017 0.15 0.24 0.07
C -0.479 -1.309 -1.076 0.09 -0.50 0.05
C 0.655 -2.259 -1.495 -0.02 0.64 0.29
C 1.870 -1.471 -1.975 -0.09 0.09 -0.10
S 2.767 -0.873 -0.508 0.13 -0.16 0.09
C 4.058 -0.033 -1.311 0.43 -0.08 0.04
N 5.332 -0.263 -1.258 -0.69 0.37 -0.18
N 5.936 0.715 -2.049 -1.13 0.51 -0.29
C 4.959 1.438 -2.520 1.18 -0.74 0.49
O 3.741 1.042 -2.097 0.36 -0.03 -0.01
H -0.594 3.044 0.299 -0.02 -0.16 0.06
H -1.048 4.594 1.068 -0.24 -0.11 0.11
H 0.615 4.247 0.703 0.14 -0.13 0.10
H -0.357 5.840 -0.843 -0.07 0.17 -0.06
H 1.530 4.825 -1.773 0.14 0.14 -0.04
H 0.794 3.242 -1.800 0.09 -0.11 -0.01
H 0.307 4.410 -3.003 0.22 0.25 -0.18
H -2.657 4.787 -0.864 -0.10 0.14 0.09
H -2.056 5.529 -2.308 -0.08 0.00 -0.26
H -2.625 3.622 -3.402 -0.01 -0.01 -0.18
H -1.327 2.742 -2.557 0.11 -0.06 -0.09
H -3.640 1.669 -3.655 -0.03 -0.11 -0.10
H -2.526 1.887 0.401 0.01 0.08 0.17
H -1.522 1.284 -0.929 0.12 -0.06 -0.04
H -3.230 -0.568 -1.296 -0.10 -0.03 -0.17
H -4.136 0.084 0.082 -0.26 -0.07 -0.17
H -2.920 -1.270 1.408 -0.02 -0.18 0.10
H -1.628 -0.130 1.176 0.03 0.05 0.21
H -1.953 -2.732 -0.345 -0.08 -0.11 -0.11
H -0.716 -2.245 0.804 -0.05 -0.23 0.14
H -0.005 -0.412 -0.675 -0.03 0.26 -0.04
H -1.061 -1.055 -1.963 -0.04 0.26 -0.10
H 0.943 -2.826 -0.612 0.05 -0.39 -0.07
H 0.336 -2.937 -2.278 -0.08 -0.24 -0.03
H 2.530 -2.062 -2.600 0.16 -0.14 0.08
H 1.562 -0.595 -2.541 -0.09 0.04 -0.19
H 5.062 2.275 -3.183 -0.17 0.12 -0.09
C 1.220 -3.185 2.964 -0.16 0.14 -0.03
C 2.041 -4.224 3.181 0.06 0.13 -0.16
C 1.767 -5.247 4.257 -0.25 -0.07 0.27
O 2.559 -6.160 4.365 0.11 0.02 -0.09
C 0.588 -5.078 5.087 0.10 -0.12 0.01
C -0.228 -4.038 4.869 -0.01 -0.13 0.14
C 0.035 -3.031 3.780 0.29 0.05 -0.26
O -0.776 -2.129 3.640 -0.14 0.02 0.03
O -1.324 -3.808 5.579 0.00 0.03 -0.04
O 3.141 -4.441 2.485 -0.03 -0.04 0.03
H 1.414 -2.444 2.199 0.05 0.00 0.01
H 0.405 -5.807 5.864 -0.02 0.01 0.00
H -1.724 -2.997 5.215 -0.01 0.04 -0.02
H 3.542 -5.255 2.848 0.01 -0.04 0.03
```
Positions in Å, forces in eV/Å.

Values from the calculation:
* multiplicity: 1
* total charge: +1

These are the Löwdin partial charges, in e, on atoms 1 to 8: atom 1 (C): -0.0595, atom 2 (C): -0.4204, atom 3 (C): -0.0623, atom 4 (C): -0.1910, atom 5 (C): -0.3054, atom 6 (S): 1.1853, atom 7 (O): -0.2691, atom 8 (C): -0.3347



(3)
Formula: C27H31N4SbTi
Source: OMol25
Level of theory: the ωB97M-V functional and the def2-TZVPD basis

Structure (XYZ):
```
64
Properties=species:S:1:pos:R:3:forces:R:3
Ti 0.821 -0.460 0.457 0.03 -0.14 0.16
C 3.686 0.415 -1.581 0.03 -0.01 -0.02
C 3.894 -0.354 -0.317 -0.03 0.00 0.05
C 5.157 -0.826 0.020 0.02 0.02 -0.04
C 5.359 -1.501 1.206 0.00 -0.01 0.03
C 4.291 -1.654 2.097 0.00 0.02 -0.03
C 3.052 -1.177 1.739 -0.01 0.02 0.05
N 2.852 -0.580 0.526 -0.01 -0.02 -0.01
Sb 1.590 -1.235 3.386 -0.03 0.00 -0.13
C 0.722 0.720 2.861 0.01 -0.09 0.00
C 0.433 1.519 3.944 0.00 0.03 -0.04
C 0.164 2.873 3.724 -0.01 -0.01 0.02
C 0.265 3.384 2.444 -0.01 0.04 0.00
C 0.568 2.552 1.373 0.01 -0.07 0.01
C 0.824 3.127 0.018 0.00 0.01 0.00
N 0.725 1.221 1.594 -0.01 0.10 -0.04
C 0.156 -2.452 2.306 0.05 0.04 0.04
C -0.392 -3.491 3.018 0.00 0.01 -0.02
C -1.233 -4.387 2.356 0.00 0.00 0.02
C -1.469 -4.203 1.010 -0.02 -0.02 -0.01
C -0.903 -3.138 0.318 0.04 0.03 0.03
C -1.162 -3.013 -1.150 -0.01 -0.02 -0.01
N -0.098 -2.253 0.980 -0.05 0.03 -0.02
H 4.569 1.021 -1.784 0.00 0.00 0.00
H 2.826 1.080 -1.530 -0.01 -0.01 0.00
H 3.575 -0.259 -2.434 0.00 0.01 0.00
H 5.981 -0.643 -0.658 0.00 -0.01 0.00
H 6.342 -1.877 1.463 0.00 0.00 0.00
H 4.453 -2.120 3.060 0.01 0.00 0.00
H 0.443 1.122 4.951 0.00 0.00 0.00
H -0.075 3.524 4.557 0.01 0.00 0.00
H 0.137 4.444 2.265 0.00 0.00 0.00
H 0.127 3.935 -0.203 0.01 0.00 0.00
H 0.791 2.385 -0.776 0.00 0.00 0.00
H 1.820 3.579 0.017 0.00 0.00 0.00
H -0.165 -3.624 4.068 0.00 -0.01 0.00
H -1.677 -5.221 2.886 0.00 0.00 0.00
H -2.096 -4.898 0.468 0.00 0.00 0.00
H -1.841 -3.801 -1.466 0.00 0.00 0.00
H -0.239 -3.137 -1.719 0.00 0.00 0.00
H -1.609 -2.055 -1.409 0.00 0.00 0.00
C -4.533 2.741 -0.806 0.00 0.01 -0.01
N -3.685 1.764 -1.581 0.02 0.01 0.00
C -4.414 0.464 -1.750 -0.01 0.01 0.00
C -2.337 1.611 -0.935 0.02 -0.02 0.01
C -1.317 0.808 -1.723 -0.10 0.03 0.06
C -1.332 0.768 -3.103 -0.02 -0.01 0.00
C -0.377 0.056 -3.850 0.03 -0.02 0.05
C 0.631 -0.633 -3.218 -0.03 0.02 -0.07
C 0.669 -0.570 -1.822 0.01 0.02 0.12
C -0.262 0.132 -1.060 0.07 0.01 -0.21
H -5.484 2.852 -1.319 0.00 0.00 0.00
H -4.021 3.700 -0.762 0.00 0.00 0.00
H -4.693 2.340 0.192 0.00 0.00 0.00
H -3.561 2.176 -2.508 0.01 0.00 0.00
H -4.630 0.068 -0.760 0.00 0.00 0.00
H -3.801 -0.227 -2.322 0.00 0.00 0.01
H -5.344 0.656 -2.278 0.00 0.00 0.00
H -2.521 1.157 0.040 0.01 0.00 0.01
H -1.963 2.623 -0.770 0.00 0.00 0.02
H -2.093 1.295 -3.668 0.00 0.00 -0.01
H -0.443 0.051 -4.931 -0.01 0.01 0.00
H 1.358 -1.205 -3.779 0.00 0.00 0.01
H 1.487 -1.167 -1.370 0.00 0.03 0.01
```
Positions in Å, forces in eV/Å.

Values from the calculation:
* ΔE to the lowest compared entry with this formula, charge and spin: 0.0 kJ/mol
* multiplicity: 1
* total charge: +4

These are the Löwdin partial charges, in e, on atoms 1 to 8: atom 1 (Ti): 1.0920, atom 2 (C): 0.0130, atom 3 (C): -0.2429, atom 4 (C): 0.0511, atom 5 (C): 0.0537, atom 6 (C): -0.0653, atom 7 (C): -0.3949, atom 8 (N): -0.0579



(4)
Formula: C6H5NO4
Source: OMol25
Level of theory: the ωB97M-V functional and the def2-TZVPD basis

Structure (XYZ):
```
16
Properties=species:S:1:pos:R:3:forces:R:3
O -0.529 1.630 2.385 0.79 1.80 1.46
N -1.103 0.658 1.960 1.01 -1.11 -2.46
O -2.010 0.099 2.479 -1.20 -0.40 0.85
C -0.578 0.160 0.675 -1.88 -1.23 -0.92
C -1.450 -0.685 -0.100 2.55 0.90 1.54
C -0.959 -1.282 -1.241 -2.93 -1.91 -2.16
C 0.300 -0.949 -1.698 3.63 1.28 -0.43
C 1.165 -0.001 -0.988 -7.07 -3.73 0.80
O 2.321 0.241 -1.434 3.36 1.00 -1.09
C 0.670 0.502 0.255 2.68 1.24 -1.39
O 1.585 1.362 0.833 -3.06 0.78 3.04
H -2.268 -0.917 0.511 -1.69 -0.67 -0.20
H -1.724 -2.050 -1.930 2.57 2.35 2.28
H 0.877 -1.377 -2.600 -1.61 0.47 1.30
H 2.714 0.828 -0.787 0.84 0.56 0.19
H 0.990 1.782 1.680 2.00 -1.33 -2.82
```
Positions in Å, forces in eV/Å.

Values from the calculation:
* ΔE to the lowest compared entry with this formula, charge and spin: 334.5 kJ/mol
* multiplicity: 1
* total charge: 0
* SMILES: O=[N+]([O-])c1cccc(O)c1O

These are the Löwdin partial charges, in e, on atoms 1 to 8: atom 1 (O): 0.0738, atom 2 (N): -0.3479, atom 3 (O): 0.1345, atom 4 (C): -0.0796, atom 5 (C): -0.0291, atom 6 (C): -0.1177, atom 7 (C): -0.0069, atom 8 (C): -0.3004



In eV Å⁻¹, the strongest force on any atom values for the records above are, in order, 4.1; 1.5; 0.2; 8.0.
In Ha, the E_HOMO values for the records above are, in order, -0.0554; -0.4189; -0.7714; -0.3165.
In eV, the frontier orbital gap values for the records above are, in order, 4.910; 7.883; 7.791; 8.001.